Here is an isolated molecule of C5H11N at a distorted geometry from OMol25. Energies are from wB97M-V/def2-TZVPD.

Structure (SMILES) = CC1(C)CCN1
Energy above the lowest of the compared OMol25 structures with the same formula, charge and spin = 303.6 kJ/mol
E_LUMO = 0.038 Eh

Each line ends with the natural charge from an NBO analysis.
Element x y z (Å)
C  1.35  -0.63  -0.85  -0.6473
H  0.47  -1.43  1.52  0.2209
H  0.02  0.98  2.51  0.1806
H  -0.02  1.98  0.02  0.3418
H  1.85  0.09  -1.57  0.2179
C  -1.04  -0.37  -1.50  -0.6365
H  -1.94  -0.07  -1.09  0.2002
H  -1.23  -1.43  -2.05  0.2327
H  1.48  -1.58  -1.51  0.2226
C  -0.42  0.71  1.50  -0.2459
H  -1.39  -1.17  0.86  0.2101
C  -0.37  -0.73  1.03  -0.4437
N  0.41  1.26  0.42  -0.5931
C  0.10  -0.14  -0.34  0.1245
H  -0.54  0.28  -2.37  0.2120
H  2.10  -0.64  0.01  0.2201
H  -1.43  1.13  1.72  0.1831